# 1
DFT (ωB97M-V/def2-TZVPD) results for a molecular structure, C7H11MgN3O7PS4.

Summary:
Gap between HOMO and LUMO: 0.0712 hartree
E_HOMO: -11.13 eV
LUMO: -9.19 eV
Total charge: +1

```
34
C7H11MgN3O7PS4 | OMol25 | ωB97M-V/def2-TZVPD
O -0.9174 0.5498 2.8997
P -1.7606 1.8571 2.6204
O -3.3931 1.5647 2.0695
O -1.9275 2.8761 4.0665
S -0.6578 2.9759 1.1002
O -1.5290 4.0959 0.4845
O 0.4723 3.7177 1.9170
N 0.1740 1.9574 -0.0418
S -0.8898 1.2316 -1.2148
O -1.8949 2.2354 -1.8838
O 0.0393 0.7573 -2.4004
C -1.9075 -0.2116 -0.5958
C -1.3249 -1.6958 -0.9675
C -0.7510 -2.5294 0.3474
S 0.9661 -1.9847 0.8969
C 2.2593 -2.4284 -0.4374
S 2.4283 -4.0426 -0.9435
N 3.0461 -1.2364 -0.9868
C 2.9773 -0.5987 -2.3570
C 4.0390 0.6449 -2.2342
N 4.7027 0.6984 -0.8658
C 4.0547 -0.4878 -0.1431
H -3.5135 2.2393 1.3131
H -2.4804 2.3252 4.7104
H -2.1374 -0.1876 0.5640
H -2.9704 -0.1275 -1.1338
H -2.2233 -2.3284 -1.4343
H -0.4714 -1.7184 -1.7662
H -0.6617 -3.6890 0.1058
H -1.5693 -2.4176 1.2038
H 2.2910 -0.9150 -3.2775
H 4.2324 1.4077 -3.1241
H 4.2507 -0.8682 0.9592
Mg -2.9522 -3.6675 0.5496
```

# 2
DFT (ωB97M-V/def2-TZVPD) results for 2 unconnected molecules or ions with the total composition C4H10N2O2.

Summary:
ΔE to the lowest compared entry with this formula, charge and spin: 43.1 kJ/mol
Gap between HOMO and LUMO: 0.3800 hartree
SMILES: CC(N)=O.CC(N)=O
E_HOMO: -9.52 eV
LUMO: 0.82 eV
Total charge: 0

```
18
C4H10N2O2 | OMol25 | ωB97M-V/def2-TZVPD
C 0.4418 2.6154 0.1131
C -0.9056 2.0127 -0.2281
O -1.2221 0.9066 0.1495
N -1.7189 2.7977 -0.9758
H 1.1841 1.8258 0.0180
H 0.4605 3.0287 1.1152
H -2.6844 2.5662 -1.1303
H -1.3977 3.6650 -1.3632
H 0.7620 3.3986 -0.5808
C -0.0082 -3.2029 -0.3374
C 1.0888 -2.2928 0.1342
O 2.0403 -2.0053 -0.5688
N 0.9564 -1.7877 1.3817
H 1.7074 -1.1912 1.7087
H 0.1890 -1.9345 2.0096
H 0.3800 -4.2098 -0.4577
H -0.4048 -2.8892 -1.3102
H -0.8688 -3.3034 0.3224
```

# 3
DFT (ωB97M-V/def2-TZVPD) results for a molecular structure, C25H21F12MoNO2Si.

Summary:
Gap between HOMO and LUMO: 0.2075 hartree
E_HOMO: -15.09 eV
LUMO: -9.44 eV
Total charge: +2

```
63
C25H21F12MoNO2Si | OMol25 | ωB97M-V/def2-TZVPD
Mo 1.0123 1.0993 -1.1089
C 5.4141 -2.6963 2.9096
C 4.2598 -1.9535 2.3128
C 3.2337 -1.4411 3.0977
C 2.1877 -0.7538 2.5160
C 2.1139 -0.5791 1.1329
N 0.9850 0.1106 0.6099
C -0.2146 0.2584 1.1546
C -0.8566 -0.6101 2.0733
C -2.2318 -0.6743 2.1722
C -3.0561 0.0066 1.2831
C -4.5117 -0.2388 1.2405
C -2.4928 0.9374 0.3015
C -1.0053 1.2704 0.4219
C -0.4491 2.7378 0.4859
O 0.6490 2.8117 -0.4232
C -1.4714 3.7934 -0.0037
F -2.4627 3.8961 0.8941
F -2.0066 3.4040 -1.1667
F -0.9114 4.9664 -0.1771
C 0.0482 3.0834 1.9171
F -0.8553 2.6199 2.8036
F 1.2080 2.4635 2.1679
F 0.2160 4.3725 2.1065
C 3.1992 -0.9950 0.3263
C 4.2273 -1.6910 0.9404
C 3.3805 -0.6243 -1.1429
O 2.1373 -0.2127 -1.6883
C 3.8745 -1.7824 -2.0511
F 3.6749 -1.4738 -3.3231
F 3.1940 -2.8872 -1.7624
F 5.1747 -2.0051 -1.8636
C 4.2504 0.6563 -1.2504
F 5.4326 0.5398 -0.6987
F 3.5412 1.6152 -0.5488
F 4.3612 1.0835 -2.4908
H 5.1667 -3.0920 3.8923
H 5.7211 -3.5205 2.2672
H 6.2687 -2.0256 3.0222
H 3.2604 -1.5583 4.1732
H 1.4513 -0.2907 3.1576
H -0.2752 -1.3226 2.6427
H -2.6659 -1.3847 2.8634
H -4.8273 -1.0284 1.9168
H -5.0307 0.6903 1.5001
H -4.8185 -0.4869 0.2205
H -3.1427 1.8062 0.1912
H 5.0621 -2.0303 0.3428
C -3.9805 -2.0663 -1.8502
Si -3.3920 -0.4099 -2.4818
C -4.7549 0.8407 -2.6290
C -2.3245 -0.5385 -3.9894
C -2.2196 0.3270 -1.1507
C -0.9463 0.6900 -1.1230
H -5.0612 -2.0807 -1.6968
H -3.5038 -2.3554 -0.9105
H -3.7485 -2.8515 -2.5714
H -5.5173 0.4792 -3.3227
H -4.3883 1.7957 -3.0087
H -5.2565 1.0221 -1.6751
H -2.9220 -0.8419 -4.8517
H -1.5445 -1.2914 -3.8568
H -1.8596 0.4167 -4.2401
```

# 4
DFT (ωB97M-V/def2-TZVPD) results for C4H6N2 in the gas phase.

Summary:
ΔE to the lowest compared entry with this formula, charge and spin: 398.1 kJ/mol
Gap between HOMO and LUMO: 0.3688 hartree
SMILES: N#CC[C@H]1CN1
E_HOMO: -9.26 eV
LUMO: 0.78 eV
Total charge: 0

```
12
C4H6N2 | OMol25 | ωB97M-V/def2-TZVPD
N 1.1040 0.3319 -2.9299
C 1.0295 0.0283 -1.8170
C 0.9544 -0.3522 -0.3976
C -0.0652 0.4264 0.3814
C -1.5753 -0.2528 0.6889
N -0.4920 -0.0613 1.6344
H 0.7133 -1.4149 -0.3222
H 1.9295 -0.1826 0.0648
H 0.0250 1.5193 0.3193
H -1.5059 -1.2649 0.2852
H -1.4389 0.5246 -0.1849
H -0.6785 0.6981 2.2775
```

# 5
DFT (ωB97M-V/def2-TZVPD) results for a molecular structure, C50H48BrFN7O8PSeV.

Summary:
Spin multiplicity: 4
ΔE to the lowest compared entry with this formula, charge and spin: 26.9 kJ/mol
Gap between HOMO and LUMO (alpha / beta): 0.1962 / 0.2174 hartree
Expectation value of S²: 3.77
E_HOMO (alpha / beta): -1.38 / -1.96 eV
LUMO (alpha / beta): 3.96 / 3.96 eV
Total charge: -2

```
118
C50H48BrFN7O8PSeV | OMol25 | ωB97M-V/def2-TZVPD
V -0.5866 -1.5480 0.6205
C -0.0879 -5.3714 -1.3560
C -0.5192 -4.0661 -1.1168
N -0.4812 -3.5303 0.1111
C -0.0725 -4.2878 1.1848
C 0.4273 -5.5929 1.0085
C 0.4103 -6.1125 -0.3137
C 0.8554 -6.3476 2.1250
C 0.6855 -5.8032 3.3708
C 0.1477 -4.5250 3.5773
C -0.2297 -3.6897 2.5069
N -0.8235 -2.4630 2.5271
C -1.0945 -1.7501 3.7003
C -0.3328 -1.7458 4.8448
C -0.6403 -0.9264 5.9559
C -1.7164 -0.0940 5.9512
C -2.5145 -0.0297 4.7804
C -3.6141 0.8463 4.6565
C -4.3237 0.8927 3.4909
C -3.9229 0.0496 2.4301
N -2.9223 -0.7775 2.5141
C -2.2065 -0.8418 3.6625
H -0.1332 -5.7676 -2.3622
H -0.8564 -3.4228 -1.9144
H 0.7782 -7.1218 -0.4775
H 1.2643 -7.3415 1.9810
H 0.9666 -6.3813 4.2459
H -0.0116 -4.2056 4.5895
H 0.5949 -2.2921 4.8598
H 0.0238 -0.9456 6.8142
H -1.9445 0.5481 6.7953
H -3.8674 1.4885 5.4947
H -5.1640 1.5677 3.3641
H -4.4563 0.0625 1.4779
Br -3.4888 -3.6591 0.8243
C -4.1758 -2.6324 -0.6166
C -5.3244 -3.1261 -1.1621
C -5.9847 -2.4231 -2.1958
C -5.4782 -1.2323 -2.6182
C -4.2856 -0.7033 -2.0587
C -3.8123 0.5563 -2.5129
C -2.6788 1.0775 -1.9740
C -1.9529 0.3524 -0.9960
C -2.3119 -0.9054 -0.5221
C -3.5537 -1.4135 -1.0469
H -5.7321 -4.0538 -0.7817
H -6.8943 -2.8274 -2.6270
H -5.9804 -0.6571 -3.3907
H -4.3641 1.0768 -3.2907
H -2.3158 2.0449 -2.3101
H -1.0362 0.8149 -0.6273
C -0.0575 5.4085 0.6911
N -1.2570 4.6828 0.3185
C -1.6227 3.4703 0.8546
Se -0.7723 2.4555 2.0795
N -2.7626 3.1212 0.1796
C -3.0834 4.0449 -0.8061
C -4.0796 4.0907 -1.7617
C -4.0976 5.1922 -2.6182
C -3.1426 6.2022 -2.5128
C -2.1324 6.1417 -1.5511
C -2.1219 5.0501 -0.7064
H 0.3504 4.9419 1.5828
H -0.3032 6.4520 0.8953
H 0.6893 5.3536 -0.0993
H -3.1380 2.1902 0.2810
H -4.8042 3.2886 -1.8488
H -4.8614 5.2565 -3.3847
H -3.1755 7.0421 -3.1964
H -1.3741 6.9128 -1.4790
C 4.9607 -1.8694 -2.2503
C 3.4609 -2.0724 -2.1290
C 3.1571 -3.2275 -1.1861
C 2.8516 -2.3150 -3.5064
O 2.9860 -0.8484 -1.5317
P 1.4636 -0.3258 -1.5007
O 1.3704 0.6100 -0.3493
O 0.5062 -1.4760 -1.5727
O 1.3348 0.4761 -2.8944
C 1.7622 1.8484 -3.0807
C 3.1944 2.0559 -2.6002
C 0.8062 2.7980 -2.3646
C 1.6800 2.0651 -4.5803
H 5.4316 -2.7565 -2.6836
H 5.3916 -1.6824 -1.2632
H 5.1719 -1.0058 -2.8891
H 3.5880 -4.1596 -1.5655
H 2.0767 -3.3517 -1.0826
H 3.5821 -3.0176 -0.2007
H 3.2674 -3.2327 -3.9308
H 3.0797 -1.4804 -4.1760
H 1.7659 -2.4163 -3.4333
H 3.2734 1.8633 -1.5300
H 3.5049 3.0875 -2.7920
H 3.8720 1.3759 -3.1239
H 0.7843 2.5810 -1.2934
H -0.2036 2.6790 -2.7686
H 1.1279 3.8335 -2.5202
H 2.3621 1.3823 -5.0956
H 1.9488 3.0952 -4.8317
H 0.6622 1.8666 -4.9249
F 3.5506 4.1350 0.4055
C 4.1314 3.0232 0.9118
C 3.3976 1.9570 1.2250
N 3.9476 0.8004 1.7157
C 3.0502 -0.3374 2.0401
C 1.7713 0.1778 2.7127
O 1.9518 0.9721 3.6519
O 0.6806 -0.3144 2.2893
C 5.2973 0.7012 1.9462
O 5.8619 -0.2855 2.3859
N 6.0165 1.8458 1.6174
C 5.5560 3.0469 1.0913
O 6.3200 3.9636 0.8377
H 2.3233 1.9437 1.0758
H 3.5895 -0.9791 2.7265
H 2.8089 -0.8716 1.1325
H 7.0086 1.7795 1.7744
```

# 6
DFT (ωB97M-V/def2-TZVPD) results for a molecular structure, C2H9N3O3Si.

Summary:
ΔE to the lowest compared entry with this formula, charge and spin: 0.0 kJ/mol
Gap between HOMO and LUMO: 0.3639 hartree
E_HOMO: -9.23 eV
LUMO: 0.67 eV
Total charge: 0

```
18
C2H9N3O3Si | OMol25 | ωB97M-V/def2-TZVPD
C -0.8566 -2.2367 -0.9582
C -0.2275 -1.6002 -0.0037
N -1.2213 1.9360 -1.1616
N 2.9720 -0.4118 -0.6868
N -0.5772 1.7249 2.2454
O 0.1827 1.6480 -1.1331
O 2.2728 0.7335 -0.2264
O 0.6367 1.2724 1.5458
Si 0.7238 0.6417 0.0224
H -1.2917 -3.2373 -0.7472
H -0.9749 -1.8184 -1.9269
H -0.0657 -1.9066 0.9930
H -1.2827 2.6629 -1.8675
H -1.4409 2.5784 -0.4137
H 3.7202 -0.3117 -1.3553
H 2.3318 -0.9947 -1.2400
H -1.3835 1.7200 1.6060
H -0.5491 1.0327 3.0140
```

# 7
DFT (ωB97M-V/def2-TZVPD) results for a molecular structure, C24H19N5O3PPtS.

Summary:
ΔE to the lowest compared entry with this formula, charge and spin: 0.0 kJ/mol
Gap between HOMO and LUMO: 0.2750 hartree
E_HOMO: -11.35 eV
LUMO: -3.87 eV
Total charge: +1

```
54
C24H19N5O3PPtS | OMol25 | ωB97M-V/def2-TZVPD
Pt -0.4139 -0.2028 -0.2815
N -0.8470 -4.2140 -1.7276
C -1.4911 -3.2259 -1.1018
N -0.7516 -2.1391 -1.1857
C 0.3644 -2.5462 -1.8506
N 0.3427 -3.8047 -2.2028
C 1.4352 -1.5800 -2.0517
C 2.5701 -1.8179 -2.8081
N 3.5401 -0.9203 -2.9187
C 3.3809 0.2188 -2.2597
C 2.2484 0.4918 -1.5049
N 1.2665 -0.4044 -1.4096
H -1.1429 -5.1682 -1.8669
H -2.4594 -3.3146 -0.6376
H 2.6871 -2.7642 -3.3216
H 4.1695 0.9567 -2.3325
H 2.1170 1.4298 -0.9879
O -2.0555 -0.2599 3.4689
S -1.5002 0.3328 2.3004
O -1.9936 -0.3234 0.9959
O -0.0517 0.4153 2.2194
C -2.0943 1.9924 2.1337
C -2.7612 2.5645 3.2019
C -3.1670 3.8901 3.1263
C -2.8938 4.6355 1.9899
C -2.2226 4.0544 0.9231
C -1.8212 2.7230 0.9758
P -0.9477 2.0447 -0.4730
C 0.3607 3.2628 -0.7418
C 0.3714 4.1729 -1.7933
C 1.3926 5.1116 -1.8811
C 2.3894 5.1514 -0.9186
C 2.3703 4.2550 0.1450
C 1.3608 3.3118 0.2343
C -2.1103 2.1453 -1.8507
C -1.6329 1.8695 -3.1346
C -2.4978 1.8732 -4.2142
C -3.8500 2.1316 -4.0181
C -4.3308 2.3842 -2.7435
C -3.4650 2.3920 -1.6573
H -2.9532 1.9688 4.0840
H -3.6883 4.3383 3.9612
H -3.1990 5.6715 1.9300
H -2.0096 4.6479 0.0412
H -0.4103 4.1579 -2.5414
H 1.4012 5.8182 -2.7005
H 3.1792 5.8877 -0.9891
H 3.1365 4.2979 0.9078
H 1.3289 2.6241 1.0755
H -0.5812 1.6530 -3.2912
H -2.1211 1.6719 -5.2083
H -4.5271 2.1314 -4.8619
H -5.3837 2.5776 -2.5878
H -3.8520 2.5864 -0.6662
```

# 8
DFT (ωB97M-V/def2-TZVPD) results for 3 unconnected molecules or ions with the total composition C19H44NO3.

Summary:
Gap between HOMO and LUMO: 0.3644 hartree
E_HOMO: -12.24 eV
LUMO: -2.33 eV
Total charge: +1

```
67
C19H44NO3 | OMol25 | ωB97M-V/def2-TZVPD
C 6.6430 4.3563 -0.1145
C 6.4107 2.9231 -0.6071
C 4.9283 2.5281 -0.7419
C 4.5008 1.4058 0.2041
C 3.2120 0.6996 -0.2110
C 1.9404 1.4945 0.1399
C 0.7883 0.6089 0.6225
N -0.5380 1.1470 0.1851
C -0.8777 0.9802 -1.2702
C -2.2994 1.5028 -1.2878
C -2.9372 0.8946 -0.0236
O -3.7730 1.7943 0.6431
C -5.1870 1.5738 0.4877
C -5.8994 2.8573 0.8530
C -5.8010 3.9827 -0.1839
C -5.9013 3.5327 -1.6389
C -1.7239 0.5248 0.8629
H 6.7434 5.0575 -0.9432
H 5.8118 4.7026 0.5035
H 7.5486 4.4327 0.4866
H 6.9074 2.2239 0.0694
H 6.8976 2.7941 -1.5745
H 4.3145 3.4149 -0.5540
H 4.7105 2.2156 -1.7680
H 5.3046 0.6698 0.2760
H 4.3687 1.8145 1.2127
H 3.1646 -0.2927 0.2372
H 3.2366 0.5564 -1.2949
H 2.1661 2.2269 0.9194
H 1.6227 2.0724 -0.7330
H 0.7583 0.5824 1.7116
H 0.8542 -0.4181 0.2635
H -0.5584 2.1518 0.3758
H -0.1575 1.4909 -1.9026
H -0.8343 -0.0934 -1.4581
H -2.8431 1.3050 -2.2074
H -2.2881 2.5883 -1.1402
H -3.4704 -0.0306 -0.2683
H -5.5040 0.7514 1.1352
H -5.3820 1.2861 -0.5501
H -5.4626 3.1964 1.7956
H -6.9450 2.6252 1.0690
H -4.8668 4.5294 -0.0360
H -6.5982 4.6994 0.0164
H -4.9761 3.0698 -1.9909
H -6.0984 4.3838 -2.2908
H -6.7114 2.8136 -1.7842
H -1.5408 -0.5492 0.8630
H -1.7997 0.8784 1.8877
C 1.9580 -4.6879 -0.4215
C 2.1142 -3.2127 -0.7164
O 1.9909 -2.4010 0.4602
H 1.0023 -4.9046 0.0550
H 2.0325 -5.2674 -1.3424
H 2.7468 -5.0310 0.2516
H 1.3286 -2.8627 -1.3881
H 3.0757 -3.0157 -1.2006
H 2.6585 -2.6945 1.0909
C -1.9038 -7.5638 0.9050
C -0.6560 -7.5549 1.7648
O -0.0695 -6.2570 1.8632
H -1.6805 -7.1960 -0.0969
H -2.3082 -8.5731 0.8216
H -2.6801 -6.9291 1.3395
H 0.1173 -8.1843 1.3261
H -0.8741 -7.9476 2.7625
H -0.7114 -5.6721 2.2798
```